Computed, not measured: C21H21N7PSSn as an isolated structure, with the ωB97M-V functional and the def2-TZVPD basis.

Its total charge is +3. As for the orbital gap: 0.26066 Ha.

Atoms and positions in Å:
Sn1 0.1685 0.2350 -0.9586
C1 1.7396 -3.0254 3.3915
N1 1.6883 -2.4969 2.0287
C2 2.4591 -2.9320 0.9877
C3 2.1134 -2.1886 -0.1018
N2 1.1373 -1.3078 0.2823
C4 0.8915 -1.5102 1.5811
P1 -0.3367 -0.6065 2.5912
C5 -1.7042 -0.7674 1.3830
N3 -1.6826 -0.5039 0.0658
C6 -2.9315 -0.7710 -0.4291
C7 -3.7151 -1.1998 0.5988
N4 -2.9364 -1.1918 1.7192
C8 -3.3789 -1.5821 3.0583
C9 0.1360 1.0875 2.0894
N5 0.3177 1.5094 0.8335
C10 0.6523 2.8369 0.8817
C11 0.6720 3.2167 2.1909
N6 0.3480 2.1148 2.9312
C12 0.2562 2.0790 4.3905
H1 2.5014 -3.7975 3.4411
H2 0.7839 -3.4644 3.6708
H3 1.9946 -2.2397 4.0996
H4 3.1847 -3.7220 1.0878
H5 2.4879 -2.2317 -1.1114
H6 -3.1876 -0.6441 -1.4637
H7 -4.7490 -1.5022 0.6056
H8 -4.4231 -1.8766 3.0164
H9 -3.2803 -0.7486 3.7506
H10 -2.7945 -2.4243 3.4229
H11 0.8456 3.4162 -0.0062
H12 0.8899 4.1745 2.6332
H13 0.5084 3.0592 4.7832
H14 0.9517 1.3504 4.8020
H15 -0.7546 1.8293 4.7070
S1 2.9250 1.6944 -4.2850
C13 3.8642 1.6861 -2.8564
C14 3.1751 1.2672 -1.7529
C15 1.8575 0.9603 -2.1438
C16 1.5308 1.1226 -3.4474
C17 0.2265 0.8615 -4.0488
C18 -0.0138 1.0573 -5.4034
C19 -1.2742 0.7912 -5.9122
C20 -2.2664 0.3358 -5.0564
C21 -1.9602 0.1631 -3.7212
N7 -0.7413 0.4208 -3.2332
H16 4.8990 1.9944 -2.8909
H17 3.5892 1.1918 -0.7598
H18 0.7837 1.4136 -6.0408
H19 -1.4791 0.9377 -6.9644
H20 -3.2631 0.1164 -5.4115
H21 -2.7061 -0.1888 -3.0259

Partial charges, natural (NBO), in e: atom 1 (Sn): 2.11, atom 2 (C): -0.42, atom 3 (N): -0.27, atom 4 (C): -0.01, atom 5 (C): -0.05, atom 6 (N): -0.62, atom 7 (C): 0.09, atom 8 (P): 0.85, atom 9 (C): 0.10, atom 10 (N): -0.60, atom 11 (C): -0.03, atom 12 (C): -0.02, atom 13 (N): -0.27, atom 14 (C): -0.42, atom 15 (C): 0.09, atom 16 (N): -0.62, atom 17 (C): -0.04, atom 18 (C): -0.02, atom 19 (N): -0.27, atom 20 (C): -0.42, atom 21 (H): 0.26, atom 22 (H): 0.24, atom 23 (H): 0.24, atom 24 (H): 0.27, atom 25 (H): 0.26, atom 26 (H): 0.23, atom 27 (H): 0.28, atom 28 (H): 0.26, atom 29 (H): 0.24, atom 30 (H): 0.24, atom 31 (H): 0.26, atom 32 (H): 0.27, atom 33 (H): 0.26, atom 34 (H): 0.24, atom 35 (H): 0.24, atom 36 (S): 0.60, atom 37 (C): -0.35, atom 38 (C): -0.29, atom 39 (C): -0.40, atom 40 (C): -0.29, atom 41 (C): 0.19, atom 42 (C): -0.19, atom 43 (C): -0.08, atom 44 (C): -0.22, atom 45 (C): 0.09, atom 46 (N): -0.53, atom 47 (H): 0.28, atom 48 (H): 0.25, atom 49 (H): 0.26, atom 50 (H): 0.27, atom 51 (H): 0.27, atom 52 (H): 0.19

---

Computed, not measured: C21H22BrIN7O4PdS as an isolated structure, with the ωB97M-V functional and the def2-TZVPD basis.

The energy above the lowest of the compared OMol25 structures with the same formula, charge and spin is 159.50 kJ/mol. Its total charge is +1. As for the orbital gap: 0.23183 Ha.

Atoms and positions in Å:
Pd1 -0.7647 -1.6081 -0.1472
O1 3.1460 3.6160 -1.8226
C1 4.1438 2.6551 -2.0326
N1 3.5944 1.4096 -1.5488
C2 4.2320 0.2175 -1.6199
O2 5.2590 0.0174 -2.2213
C3 3.5189 -0.8396 -0.8139
C4 4.2230 -1.7209 0.0010
C5 3.5056 -2.5784 0.8211
C6 2.1203 -2.5091 0.8191
N2 1.4502 -1.7249 -0.0226
C7 2.1309 -0.9332 -0.8426
H1 3.4672 4.4708 -2.1277
H2 5.0572 2.9023 -1.4638
H3 4.4030 2.5586 -3.0972
H4 2.7692 1.5288 -0.9769
H5 5.3041 -1.7166 0.0031
H6 4.0066 -3.2773 1.4703
H7 1.5294 -3.0982 1.5117
H8 1.5578 -0.3543 -1.5569
Br1 -5.2595 3.7176 1.3792
C8 -4.1121 2.2042 1.5185
C9 -2.9786 2.2556 2.3182
C10 -2.1341 1.1604 2.3915
C11 -2.4065 0.0132 1.6566
C12 -3.5534 -0.0259 0.8673
C13 -4.4150 1.0586 0.8015
C14 -3.9336 -1.2648 0.0458
O3 -5.1114 -1.4987 -0.1292
O4 -2.9625 -1.9445 -0.4184
H9 -2.7650 3.1462 2.8858
H10 -1.2692 1.1937 3.0362
H11 -1.7509 -0.8749 1.7571
H12 -5.3090 0.9863 0.2002
C15 0.3290 4.1946 1.8300
C16 0.9633 3.5235 0.6100
C17 0.0661 2.5352 -0.0319
N3 0.2223 1.2651 -0.0376
N4 -0.6934 0.5912 -0.7552
C18 -1.5986 1.3628 -1.3161
N5 -2.5769 0.9224 -2.1076
S1 -1.3524 3.0512 -0.9519
H13 1.0149 4.9335 2.2361
H14 0.1201 3.4591 2.6024
H15 -0.5978 4.6932 1.5567
H16 1.8794 3.0125 0.9050
H17 1.2153 4.2810 -0.1352
H18 -2.7492 -0.0700 -2.1871
H19 -3.2272 1.5609 -2.5281
I1 0.2009 -8.0675 -0.0890
C19 -0.6264 -6.1530 -0.2192
C20 -1.9681 -5.8159 -0.3040
N6 -2.0262 -4.4797 -0.3280
N7 -0.8071 -3.9366 -0.2683
C21 0.0607 -4.9358 -0.2055
H20 -2.8309 -6.4494 -0.3385
H21 -2.8288 -3.8459 -0.4057
H22 1.1206 -4.7738 -0.1758

Partial charges, natural (NBO), in e: atom 1 (Pd): 1.03, atom 2 (O): -0.73, atom 3 (C): 0.11, atom 4 (N): -0.62, atom 5 (C): 0.65, atom 6 (O): -0.57, atom 7 (C): -0.15, atom 8 (C): -0.08, atom 9 (C): -0.24, atom 10 (C): 0.04, atom 11 (N): -0.45, atom 12 (C): 0.08, atom 13 (H): 0.49, atom 14 (H): 0.17, atom 15 (H): 0.18, atom 16 (H): 0.41, atom 17 (H): 0.26, atom 18 (H): 0.25, atom 19 (H): 0.23, atom 20 (H): 0.23, atom 21 (Br): 0.08, atom 22 (C): -0.08, atom 23 (C): -0.24, atom 24 (C): -0.20, atom 25 (C): -0.25, atom 26 (C): -0.08, atom 27 (C): -0.24, atom 28 (C): 0.75, atom 29 (O): -0.60, atom 30 (O): -0.78, atom 31 (H): 0.24, atom 32 (H): 0.22, atom 33 (H): 0.19, atom 34 (H): 0.26, atom 35 (C): -0.59, atom 36 (C): -0.46, atom 37 (C): 0.11, atom 38 (N): -0.30, atom 39 (N): -0.43, atom 40 (C): 0.29, atom 41 (N): -0.77, atom 42 (S): 0.39, atom 43 (H): 0.23, atom 44 (H): 0.21, atom 45 (H): 0.21, atom 46 (H): 0.24, atom 47 (H): 0.24, atom 48 (H): 0.43, atom 49 (H): 0.43, atom 50 (I): 0.23, atom 51 (C): -0.29, atom 52 (C): -0.03, atom 53 (N): -0.31, atom 54 (N): -0.31, atom 55 (C): -0.05, atom 56 (H): 0.25, atom 57 (H): 0.47, atom 58 (H): 0.23

---

Computed, not measured: C21H22Cl2N8O11P2RuS as an isolated structure, with the ωB97M-V functional and the def2-TZVPD basis.

The energy above the lowest of the compared OMol25 structures with the same formula, charge and spin is 188.04 kJ/mol. Its total charge is -1. As for the orbital gap (spin up / spin down): 0.24553 / 0.20157 Ha. As for the multiplicity: 6.

Atoms and positions in Å:
Ru1 0.1071 0.2337 -0.2640
Cl1 -4.4902 -2.1641 -0.3992
C1 -4.2825 -0.4624 -0.2331
C2 -5.3992 0.3595 -0.1110
C3 -5.2501 1.7175 0.0041
Cl2 -6.6642 2.7190 0.1567
C4 -3.9721 2.3094 0.0090
C5 -3.7234 3.6908 0.1395
C6 -2.4344 4.1464 0.1603
C7 -1.3779 3.2306 0.0394
N1 -1.5818 1.9437 -0.1006
C8 -2.8410 1.4613 -0.1108
C9 -2.9691 0.0352 -0.2298
O1 -1.9422 -0.7162 -0.3230
H1 -6.3843 -0.0848 -0.1051
H2 -4.5588 4.3716 0.2287
H3 -2.2168 5.1988 0.2780
H4 -0.3522 3.5640 0.0648
N2 4.1616 2.0845 0.0113
C10 3.5396 1.5687 -1.2924
C11 4.3728 1.8744 -2.5134
P1 3.4540 -0.2703 -0.9001
O2 4.9921 -0.2914 -0.2248
O3 3.5447 -1.2808 -1.9867
O4 2.4917 -0.4139 0.2406
P2 1.9243 2.5635 -1.1591
O5 2.7587 4.0105 -0.9965
O6 0.9398 2.8112 -2.2225
O7 1.5036 2.1976 0.2514
H5 4.9020 1.4530 0.3286
H6 3.3300 2.0619 0.6585
H7 4.4444 3.0578 -0.0943
H8 5.3207 1.3344 -2.4930
H9 4.5541 2.9458 -2.6087
H10 3.8094 1.5416 -3.3855
H11 5.2986 -1.2045 -0.3106
H12 2.2313 4.6543 -1.4899
C12 2.0775 -2.8624 -4.8194
C13 0.8548 -2.9283 -3.9698
C14 -0.4156 -3.1369 -4.4418
C15 -1.4661 -3.1484 -3.5110
N3 -1.2549 -3.0064 -2.2145
C16 -0.0285 -2.7444 -1.7698
S1 0.2984 -2.5365 -0.1104
N4 1.0234 -2.7412 -2.6480
C17 -2.8856 -3.3083 -3.9440
H13 1.8746 -3.2310 -5.8217
H14 2.8868 -3.4293 -4.3608
H15 2.3997 -1.8221 -4.8791
H16 -0.6004 -3.2603 -5.4981
H17 1.9522 -2.4063 -2.3201
H18 -2.9551 -3.6151 -4.9862
H19 -3.3923 -2.3499 -3.8155
H20 -3.3902 -4.0251 -3.2986
N5 1.0865 -1.2356 2.7920
C18 -0.1757 -0.7265 2.6811
O8 -0.4089 0.2965 1.9684
C19 -1.2022 -1.3288 3.4615
C20 -0.9224 -2.3892 4.3365
N6 -0.6856 -3.2527 5.0709
C21 -2.5361 -0.9085 3.2910
N7 -3.6351 -0.5770 3.1547
H21 1.7219 -0.9765 2.0484
H22 1.1910 -2.1697 3.1543
O9 -0.7194 0.3982 -2.6990
N8 0.4250 0.3931 -3.1623
O10 0.6707 0.4754 -4.3530
O11 1.3820 0.2361 -2.3258

Partial charges, Löwdin, in e: atom 1 (Ru): 1.61, atom 2 (Cl): 0.70, atom 3 (C): -0.60, atom 4 (C): -0.13, atom 5 (C): -0.62, atom 6 (Cl): 0.65, atom 7 (C): -0.17, atom 8 (C): -0.02, atom 9 (C): -0.04, atom 10 (C): -0.12, atom 11 (N): 0.06, atom 12 (C): -0.14, atom 13 (C): -0.41, atom 14 (O): -0.24, atom 15 (H): 0.10, atom 16 (H): 0.09, atom 17 (H): 0.10, atom 18 (H): 0.08, atom 19 (N): 0.14, atom 20 (C): -0.47, atom 21 (C): -0.07, atom 22 (P): 0.36, atom 23 (O): -0.20, atom 24 (O): -0.31, atom 25 (O): -0.42, atom 26 (P): 0.35, atom 27 (O): -0.19, atom 28 (O): -0.27, atom 29 (O): -0.39, atom 30 (H): 0.12, atom 31 (H): 0.13, atom 32 (H): 0.14, atom 33 (H): 0.08, atom 34 (H): 0.08, atom 35 (H): 0.09, atom 36 (H): 0.08, atom 37 (H): 0.07, atom 38 (C): 0.00, atom 39 (C): -0.26, atom 40 (C): 0.03, atom 41 (C): -0.29, atom 42 (N): 0.13, atom 43 (C): -0.77, atom 44 (S): 0.70, atom 45 (N): 0.12, atom 46 (C): -0.02, atom 47 (H): 0.08, atom 48 (H): 0.09, atom 49 (H): 0.09, atom 50 (H): 0.12, atom 51 (H): 0.11, atom 52 (H): 0.07, atom 53 (H): 0.09, atom 54 (H): 0.08, atom 55 (N): 0.15, atom 56 (C): -0.55, atom 57 (O): -0.12, atom 58 (C): -0.22, atom 59 (C): -0.27, atom 60 (N): 0.10, atom 61 (C): -0.23, atom 62 (N): 0.14, atom 63 (H): 0.04, atom 64 (H): 0.09, atom 65 (O): -0.02, atom 66 (N): -0.56, atom 67 (O): 0.06, atom 68 (O): -0.24

---

Computed, not measured: one molecule with the formula C21H22ClFN2O2, with the ωB97M-V functional and the def2-TZVPD basis.

Its structure (SMILES) is Cc1ccc(CNC(=O)[C@@H]2CCC(=O)N(Cc3ccc(Cl)cc3)C2)cc1F. The energy above the lowest of the compared OMol25 structures with the same formula, charge and spin is 0.00 kJ/mol. As for the orbital gap: 0.34004 Ha.

Atoms and positions in Å:
C1 -7.3681 -0.8985 -0.9988
C2 -5.9877 -1.0947 -0.4581
C3 -5.6047 -2.2414 0.2232
C4 -4.3209 -2.3918 0.7177
C5 -3.3678 -1.3993 0.5361
C6 -3.7281 -0.2463 -0.1498
C7 -5.0163 -0.1137 -0.6253
F1 -5.3450 1.0241 -1.2774
H1 -3.0165 0.5458 -0.3236
C8 -1.9699 -1.5643 1.0685
N1 -1.4288 -0.3223 1.5737
C9 -0.2465 0.1814 1.1534
O1 0.4732 -0.3962 0.3696
C10 0.0842 1.5434 1.7691
C11 1.5485 1.8995 1.5317
N2 1.8278 2.3423 0.1845
C12 0.9248 2.7365 -0.7375
O2 1.2566 3.1159 -1.8461
C13 -0.5422 2.6754 -0.3494
C14 -0.7892 2.6370 1.1504
H2 -1.8481 2.4576 1.3524
H3 -0.5232 3.5985 1.5962
H4 -0.9386 1.7731 -0.8246
H5 -1.0401 3.5289 -0.8127
C15 3.2358 2.3236 -0.1744
C16 3.7526 0.9122 -0.2616
C17 3.1583 0.0207 -1.1473
C18 3.5849 -1.2908 -1.2205
C19 4.6204 -1.7127 -0.4020
C20 5.2304 -0.8398 0.4824
C21 4.7870 0.4696 0.5509
H6 5.2576 1.1521 1.2447
H7 6.0361 -1.1819 1.1132
Cl1 5.1625 -3.3540 -0.4849
H8 3.1176 -1.9828 -1.9026
H9 2.3503 0.3594 -1.7759
H10 3.3109 2.8155 -1.1486
H11 3.8034 2.8979 0.5662
H12 1.8465 2.6931 2.2336
H13 2.1686 1.0174 1.7279
H14 -0.0892 1.4844 2.8491
H15 -1.9917 0.1885 2.2347
H16 -1.9590 -2.3275 1.8552
H17 -1.2905 -1.8860 0.2709
H18 -4.0557 -3.2945 1.2478
H19 -6.3291 -3.0281 0.3731
H20 -8.0041 -1.7437 -0.7516
H21 -7.8081 0.0104 -0.5903
H22 -7.3339 -0.7853 -2.0819

Partial charges, natural (NBO), in e: atom 1 (C): -0.63, atom 2 (C): -0.10, atom 3 (C): -0.19, atom 4 (C): -0.21, atom 5 (C): -0.02, atom 6 (C): -0.31, atom 7 (C): 0.47, atom 8 (F): -0.34, atom 9 (H): 0.22, atom 10 (C): -0.25, atom 11 (N): -0.61, atom 12 (C): 0.69, atom 13 (O): -0.62, atom 14 (C): -0.31, atom 15 (C): -0.20, atom 16 (N): -0.43, atom 17 (C): 0.69, atom 18 (O): -0.64, atom 19 (C): -0.49, atom 20 (C): -0.39, atom 21 (H): 0.21, atom 22 (H): 0.21, atom 23 (H): 0.23, atom 24 (H): 0.24, atom 25 (C): -0.26, atom 26 (C): 0.04, atom 27 (C): -0.20, atom 28 (C): -0.21, atom 29 (C): -0.04, atom 30 (C): -0.24, atom 31 (C): -0.22, atom 32 (H): 0.21, atom 33 (H): 0.22, atom 34 (Cl): 0.00, atom 35 (H): 0.23, atom 36 (H): 0.23, atom 37 (H): 0.26, atom 38 (H): 0.19, atom 39 (H): 0.19, atom 40 (H): 0.23, atom 41 (H): 0.23, atom 42 (H): 0.40, atom 43 (H): 0.20, atom 44 (H): 0.25, atom 45 (H): 0.21, atom 46 (H): 0.21, atom 47 (H): 0.22, atom 48 (H): 0.23, atom 49 (H): 0.23